A cluster of 3 separate species, C3H13N2O3 in total in a non-equilibrium geometry, computed with ωB97M-V with the def2-TZVPD basis set.

The HOMO energy comes out at -14.5 eV. As for the charge: +1. The gap between HOMO and LUMO comes out at 6.69 eV. The energy is -12434.5971 eV. The value obtained for the LUMO energy is -7.83 eV.

Atoms and positions in Å:
O -1.1091 0.0217 1.7249
H -1.1269 1.6477 -0.4015
H -0.4720 0.2252 2.4362
H -1.7386 0.0032 -2.7907
N -1.7113 1.2746 -1.1334
N 1.6101 -1.5843 -0.0297
H 1.3191 0.5767 2.0937
H 2.2292 -2.1293 -0.6266
H -1.9936 -0.0025 2.1018
H -2.5057 0.8413 -0.6770
H 0.8509 -2.1746 0.2964
C 1.0793 -0.4512 -0.7673
H 1.9306 0.9032 3.4758
H 1.8446 -0.0667 -1.4460
O 0.8161 0.5948 0.2237
C -1.0190 0.3843 -2.0608
H -0.4438 -1.6683 -1.8505
H -0.1003 0.4239 0.5121
C -0.2225 -0.6838 -1.4404
O 1.0974 0.8418 2.9976
H -0.3344 1.0224 -2.6383

Cartesian forces (eV/Å) of the 6 atoms listed first:
O -0.412 -0.285 -0.097
H 0.235 0.360 -0.133
H -0.208 0.015 0.409
H 0.081 -0.136 0.302
N -0.418 -0.235 0.560
N -0.098 0.003 -1.290

Atomic partial charges in e from the Mulliken method, atoms 1 to 8: -0.644, 0.397, 0.385, 0.440, -0.500, -0.559, 0.341, 0.283



A cluster of 2 separate species, C3H13N3O in total in a non-equilibrium geometry, computed with ωB97M-V with the def2-TZVPD basis set.

As for the structure (SMILES): NCCNCN.O. The HOMO energy comes out at -9.2 eV. As for the charge: 0. The gap between HOMO and LUMO comes out at 10.07 eV. The energy is -9838.6150 eV. The value obtained for the LUMO energy is 0.82 eV.

Atoms and positions in Å:
H -0.8493 0.3969 -1.9168
H 2.4747 -0.6790 1.6769
H 1.8278 0.8604 2.0076
H -0.3143 -0.3305 2.6677
H 0.4570 -1.6709 1.9402
N -0.0034 0.0779 0.5769
H -1.8572 -1.1124 0.6141
C -1.0167 -0.8748 -0.0328
H -2.1574 -0.7987 -1.8036
H -0.4212 -1.7509 -0.3650
N 1.7923 -0.1261 2.1739
H 2.8578 -0.4069 -2.0008
N -2.5487 0.9221 -0.6912
H -2.1732 1.6202 -0.0201
C 0.4285 -0.5516 1.9003
H -2.8601 1.4846 -1.4770
H 2.0860 0.8288 -1.5124
C -1.5960 -0.0565 -1.2262
O 2.4747 0.4170 -2.3180
H -0.4073 0.9957 0.7212

Cartesian forces (eV/Å) of the 6 atoms listed first:
H -0.005 -0.485 0.727
H -0.096 0.432 -0.240
H 0.733 0.263 -0.228
H 0.340 0.570 0.379
H -0.269 0.830 -0.973
N -0.413 -3.224 1.021

Atomic partial charges in e from the Mulliken method, atoms 1 to 8: 0.259, 0.240, 0.248, 0.338, 0.337, -0.283, 0.331, -0.567



A cluster of 2 separate species, C3H13N3O in total in a non-equilibrium geometry, computed with ωB97M-V with the def2-TZVPD basis set.

As for the structure (SMILES): CN(C)N.CNO. The HOMO energy comes out at -8.2 eV. As for the charge: 0. The gap between HOMO and LUMO comes out at 9.04 eV. The energy is -9836.5339 eV. The value obtained for the LUMO energy is 0.84 eV.

Atoms and positions in Å:
H -1.5164 -0.4890 1.6813
H -0.5400 -2.4409 -2.5374
C -0.1153 -2.2157 -1.5598
N 1.0791 -1.4224 -1.7465
H -2.0633 0.1624 0.2817
H 1.6085 1.1891 1.6775
H 0.8646 1.9900 -0.5207
H 0.8725 -0.5767 -2.2829
C -0.1713 1.7527 -0.2933
H 0.1733 2.0260 2.3373
N -0.1672 0.6601 0.7434
H -0.6721 1.4046 -1.1979
H 0.1578 -3.1396 -1.0663
H 0.9372 -0.5471 0.0848
C 0.5565 1.0818 1.9377
H -0.8731 -1.7123 -0.9576
H 0.4688 0.3041 2.6974
N -1.5449 0.3657 1.1313
O 1.6266 -1.0297 -0.5190
H -0.6815 2.6368 0.1089

Cartesian forces (eV/Å) of the 6 atoms listed first:
H 0.044 -0.024 -0.176
H 0.009 -0.048 -0.046
C 0.084 0.181 -0.094
N -0.141 0.296 -0.424
H 0.128 -0.132 0.021
H 0.025 0.029 0.017

Atomic partial charges in e from the Mulliken method, atoms 1 to 8: 0.228, 0.335, -0.555, -0.313, 0.256, 0.342, 0.339, 0.238



A cluster of 2 separate species, C3H13N4 in total, computed with ωB97M-V with the def2-TZVPD basis set.

The HOMO energy comes out at -13.2 eV. As for the charge: +1. The gap between HOMO and LUMO comes out at 10.30 eV. The energy is -9276.5121 eV. The value obtained for the LUMO energy is -2.86 eV.

Atoms and positions in Å:
C 0.3645 -0.3850 2.0823
H 0.4269 1.2372 -4.0186
H 0.2024 0.6674 1.8227
H 1.4399 -0.4131 3.8179
N 0.0627 0.8694 -3.1565
H 0.6257 -2.2544 1.0107
H -0.9316 -0.0798 -0.4469
H -0.9681 2.6215 -2.8160
N 1.5916 -0.6192 2.8397
C -0.7181 1.6534 -2.3907
H 1.2458 -0.8308 0.1669
H 0.6167 0.1585 -2.7103
C 0.4450 -1.2008 0.8039
H -0.5020 -0.7131 2.6587
N -0.8238 -1.0736 0.0184
N -1.1610 1.3000 -1.2414
H 2.3116 0.0206 2.5287
H -1.6359 -1.2375 0.6122
H -0.8621 -1.7601 -0.7321
H -1.7300 2.0393 -0.8496

Cartesian forces (eV/Å) of the 6 atoms listed first:
C 0.230 -0.034 -0.066
H 0.028 0.009 0.033
H -0.082 0.043 0.016
H 0.027 -0.090 0.074
N 0.180 0.197 0.041
H 0.005 0.072 0.108

Atomic partial charges in e from the Mulliken method, atoms 1 to 8: -0.517, 0.248, 0.303, 0.248, -0.355, 0.397, 0.275, 0.334



A cluster of 2 separate species, C3H13N4O in total in a non-equilibrium geometry, computed with ωB97M-V with the def2-TZVPD basis set.

The HOMO energy comes out at -12.9 eV. As for the charge: +1. The gap between HOMO and LUMO comes out at 9.99 eV. The energy is -11323.3181 eV. The value obtained for the LUMO energy is -2.86 eV.

Atoms and positions in Å:
N -1.3697 -0.1886 -0.2603
H -3.0750 0.3375 1.7952
H -0.9270 2.1876 1.8909
O 0.2466 -0.4846 1.2095
H -0.0895 -0.1491 -1.4465
C -0.9424 0.2733 1.0331
H -1.7432 -1.1427 -0.2021
H 0.3464 1.9830 0.7365
N 3.1287 -0.5684 -2.2140
H 3.8497 -1.1648 -2.0093
H 1.8945 -1.0185 -0.5687
C -2.0368 -0.1899 2.1239
N -0.6601 1.6966 1.0665
H 0.3314 -0.4253 2.2493
H 3.2372 -0.2806 -3.2515
H -2.1207 -1.2124 1.9879
H -2.0827 0.3319 -0.7525
N 0.8638 -0.0678 -1.9919
C 2.0106 -0.4615 -1.5636
H 0.7678 0.3779 -2.8807
H -1.6295 0.1663 3.0480

Cartesian forces (eV/Å) of the 6 atoms listed first:
N -0.227 -0.729 -1.998
H 2.470 -1.185 1.212
H -0.119 0.120 0.509
O 0.178 0.146 3.832
H 1.341 0.032 0.440
C -1.010 0.167 0.954

Atomic partial charges in e from the Mulliken method, atoms 1 to 8: -0.684, 0.307, 0.238, -0.508, 0.396, 0.442, 0.234, 0.231



A cluster of 3 separate species, C3H13N5 in total in a non-equilibrium geometry, computed with ωB97M-V with the def2-TZVPD basis set.

The HOMO energy (alpha / beta) comes out at -6.3 / -6.3 eV. As for the charge: 0. The gap between HOMO and LUMO (alpha / beta) comes out at 6.25 / 6.25 eV. The energy is -10767.9978 eV. The value obtained for the LUMO energy (alpha / beta) is -0.07 / -0.08 eV.

Atoms and positions in Å:
H 0.0448 0.1471 2.0996
N 1.6344 0.7682 -0.7780
H -0.3640 -0.9099 -0.6003
H -2.5248 -1.9139 -0.2567
H -2.6716 -0.9137 1.1941
H 2.1604 -0.8212 2.0086
C 1.4204 0.3170 0.4734
N -1.0584 -0.4258 -0.0492
N 2.3495 -0.5065 1.0708
H 2.8907 -1.1203 0.4790
H -1.3141 1.9289 0.9964
N -0.3000 1.9254 1.0269
N -0.5315 0.2046 -2.3580
H -1.2486 0.9243 -2.2478
C -1.9606 -1.4106 0.5354
H -1.4377 -2.1972 1.1010
C 0.1942 0.6074 1.1257
H 0.0445 2.3724 0.1840
H -0.6916 -0.1762 -3.2943
H 0.7882 0.5640 -1.5886
H 2.5759 0.6362 -1.1220

Cartesian forces (eV/Å) of the 6 atoms listed first:
H 0.129 0.022 -0.016
N -0.217 -0.287 1.376
H -0.212 0.127 -0.517
H 0.146 0.222 -0.106
H -0.083 -0.040 0.045
H 0.042 -0.045 -0.077

Atomic partial charges in e from the Mulliken method, atoms 1 to 8: 0.254, -0.441, 0.330, 0.348, 0.265, 0.220, 0.255, -0.313



A cluster of 3 separate species, C3H13NO2 in total in a non-equilibrium geometry, computed with ωB97M-V with the def2-TZVPD basis set.

As for the structure (SMILES): CN(C)C.O.O. The HOMO energy comes out at -9.1 eV. As for the charge: 0. The gap between HOMO and LUMO comes out at 9.85 eV. The energy is -8905.5733 eV. The value obtained for the LUMO energy is 0.78 eV.

Atoms and positions in Å:
H 1.4871 1.5550 -0.4958
H -0.2096 -2.2295 0.1477
H 2.2524 0.5233 0.7947
H 0.0258 0.9163 -1.9499
N 0.4684 -0.2120 -0.2365
H 2.5652 0.0983 -0.8499
C -0.1916 -0.1951 -1.5619
C 0.6869 -1.6485 0.2789
O -2.1672 -0.3323 2.2952
H -1.2100 -0.5644 -1.6304
H 0.8925 -1.5472 1.3338
H 0.3906 -0.8736 -2.3594
O -1.4813 1.7833 0.3989
H -0.6768 1.2550 0.0020
H -2.9624 0.0330 2.7205
H -1.2792 2.6483 0.0223
H 1.5693 -2.1358 -0.3752
C 1.7584 0.5636 -0.1716
H -1.9182 0.3621 1.6367

Cartesian forces (eV/Å) of the 6 atoms listed first:
H 0.507 0.535 0.039
H -0.345 -0.111 -0.103
H -0.668 0.206 0.389
H -1.233 -2.391 0.467
N 0.411 -1.712 0.523
H -1.149 0.729 0.373

Atomic partial charges in e from the Mulliken method, atoms 1 to 8: 0.321, 0.348, 0.318, 0.333, -0.111, 0.302, -0.925, -1.030



A cluster of 3 separate species, C3H13NO2S in total in a non-equilibrium geometry, computed with ωB97M-V with the def2-TZVPD basis set.

As for the structure (SMILES): NCCCS.O.O. The HOMO energy comes out at -9.0 eV. As for the charge: 0. The gap between HOMO and LUMO comes out at 9.79 eV. The energy is -19741.4342 eV. The value obtained for the LUMO energy is 0.75 eV.

Atoms and positions in Å:
O 4.7703 0.9252 -0.3309
S -3.7170 1.1292 0.6287
H -3.1243 1.8719 -0.3096
H -0.3819 -1.8914 0.8773
H 4.7083 0.6904 -1.2514
C -2.8450 -0.4516 0.0577
H 1.2965 -2.1985 -0.8496
O 1.0081 2.5578 0.8211
H 5.6372 0.5689 -0.0933
H 1.3717 -0.7590 0.0546
H 0.5933 1.7032 0.5747
H -0.9401 0.3061 0.7546
H -0.9274 -2.4088 -0.7138
H -3.1767 -1.1575 0.8145
N 0.8582 -1.3190 -0.6176
C -1.3366 -0.2737 -0.0762
H -3.3482 -0.5732 -0.8914
H 1.3620 2.5002 1.6938
C -0.5477 -1.5560 -0.1596
H -1.2605 0.3356 -0.9837

Cartesian forces (eV/Å) of the 6 atoms listed first:
O 0.469 -0.161 0.458
S 0.686 -0.663 -0.062
H -0.050 0.234 -0.045
H -0.943 -0.330 -0.031
H -0.301 -0.018 -0.619
C -0.793 1.463 0.880

Atomic partial charges in e from the Mulliken method, atoms 1 to 8: -0.627, -0.225, 0.109, 0.260, 0.316, -0.802, 0.202, -0.659



A structure of composition C3H13NO2S2 in a non-equilibrium geometry, computed with ωB97M-V with the def2-TZVPD basis set.

The HOMO energy comes out at -8.5 eV. As for the charge: 0. The gap between HOMO and LUMO comes out at 3.01 eV. The energy is -30567.5823 eV. The value obtained for the LUMO energy is -5.49 eV.

Atoms and positions in Å:
O -0.3038 0.2429 3.6122
H 1.8219 -1.9907 -2.1991
H -0.0359 0.3596 0.0539
C 0.6798 -0.4195 -1.6825
H 2.5657 1.5724 2.4599
H -0.1880 1.5393 -1.6925
H 0.2380 0.2138 4.4178
H 0.3360 -1.4414 0.2719
H -2.8747 2.3587 -0.1788
H 0.7179 1.1315 -3.2070
O -2.0684 1.8271 -0.2957
C 0.0612 0.7752 -2.4231
S 2.1865 0.3812 1.9724
H 1.6391 -0.0192 -1.3023
H -2.0617 0.3524 0.0258
H -0.8873 0.4608 -2.8631
N 1.2851 -1.2963 -2.7403
S -1.8927 -0.9349 -0.5162
C -0.1086 -0.6483 -0.3288
H 0.2675 -1.5759 -2.3627
H 0.2905 0.5715 2.9150

Cartesian forces (eV/Å) of the 6 atoms listed first:
O -0.040 -0.072 0.484
H 0.134 0.164 -0.373
H 0.131 -0.248 0.818
C 3.577 5.173 0.857
H 0.085 0.073 -0.145
H 0.033 0.288 -0.175

Atomic partial charges in e from the Mulliken method, atoms 1 to 8: -0.595, 0.318, 0.321, 0.468, 0.186, 0.372, 0.324, 0.445



A cluster of 4 separate species, C3H13NO3 in total, computed with ωB97M-V with the def2-TZVPD basis set.

The HOMO energy (alpha / beta) comes out at 0.8 / -3.9 eV. As for the spin multiplicity: 2. As for the charge: -1. The gap between HOMO and LUMO (alpha / beta) comes out at 2.66 / 7.22 eV. The energy is -10952.7317 eV. The value obtained for the LUMO energy (alpha / beta) is 3.48 / 3.35 eV.

Atoms and positions in Å:
H -1.0912 3.0888 -1.4186
H 2.4158 0.0446 0.6097
N 1.4522 -0.2488 0.5015
H 0.9922 2.3827 -2.5868
O 0.4405 2.1214 -1.8444
H 0.8070 -3.4233 1.5098
H 0.9707 0.5518 0.1096
O -0.4215 -0.4625 -1.7147
H -1.3070 -0.8406 -1.7860
C -0.1705 -2.9705 1.3408
H -2.1470 4.1704 -1.6825
H 0.1264 1.2122 -2.0374
H -0.0366 -0.8906 -0.9156
H -1.3498 -1.1843 1.6872
H -0.9970 -3.6715 1.4847
C 0.7599 -0.6713 1.7545
C -0.3758 -1.5993 1.4978
H 0.4104 0.1968 2.3189
H 1.5284 -1.1587 2.3671
O -2.0071 3.3529 -1.1956

Cartesian forces (eV/Å) of the 6 atoms listed first:
H -0.182 -0.212 0.082
H 0.258 -0.013 0.443
N -0.263 0.071 -0.377
H 0.030 -0.066 0.008
O 0.029 0.222 -0.180
H 0.108 0.230 -0.244

Atomic partial charges in e from the Mulliken method, atoms 1 to 8: 0.380, 0.405, -0.837, 0.301, -0.599, 0.324, 0.076, -0.878